A cluster of 2 separate species, C5H8F2Si in total at a distorted geometry, computed with wB97M-V/def2-TZVPD.

```
16
Properties=species:S:1:pos:R:3:forces:R:3
C -0.592 -1.366 1.061 -0.4 -2.4 2.5
C -0.555 -0.360 0.451 0.2 2.8 -2.0
C -1.872 -2.865 2.690 -1.9 -1.6 -2.7
C 2.202 3.625 -2.579 -2.4 -0.3 -0.1
C -0.578 -2.535 1.986 -0.5 2.4 0.5
F -0.489 2.885 -2.600 -1.1 0.7 0.1
F 0.894 1.035 -3.323 0.6 0.1 0.2
Si 0.900 2.236 -2.253 0.8 -0.5 -0.1
H -2.244 -3.976 2.515 0.9 2.4 0.5
H -2.529 -2.194 2.147 -1.1 -0.4 0.0
H -2.003 -2.552 3.681 0.5 0.1 1.6
H 1.442 4.491 -2.573 1.5 -1.0 -0.9
H 2.822 3.806 -1.743 0.9 -0.1 0.8
H 2.765 3.315 -3.476 -0.4 0.8 0.2
H -0.320 -3.244 1.304 1.2 -2.8 -1.1
H 0.157 -2.303 2.713 1.3 -0.3 0.5
```
Positions in Å, forces in eV/Å.

Total energy (eV): -18623.210
LUMO level (alpha / beta) (eV): -1.249 / -2.324
E_HOMO (alpha / beta) (eV): -10.43 / -8.34
Kohn-Sham gap (alpha / beta) (hartree): 0.338 / 0.221
Energy above the lowest of the compared OMol25 structures with the same formula, charge and spin (kcal per mole): 144.2

These are the Mulliken partial charges, in e, on atoms 1 to 4:
1 C -0.387
2 C 0.102
3 C -0.955
4 C -0.861

=====

A structure of composition C11H14NO2 at a distorted geometry, computed with wB97M-V/def2-TZVPD.

```
28
Properties=species:S:1:pos:R:3:forces:R:3
C 2.810 -0.089 2.655 -1.2 1.1 -2.2
C 2.341 -1.350 2.471 0.4 -3.0 0.0
C 2.196 0.924 1.870 -0.1 1.1 1.2
C 1.293 -1.689 1.636 -0.6 1.2 0.3
C 1.035 0.689 1.150 2.0 -3.6 0.3
C 0.598 -0.644 0.995 0.8 -1.3 0.9
C 0.378 1.602 0.274 0.0 3.7 -0.9
C -1.713 -1.951 -0.973 -1.0 -0.4 1.0
C -0.730 0.926 -0.428 0.4 -3.4 0.0
C -0.517 -0.848 0.073 -0.3 3.9 -1.5
C -2.154 1.159 -2.379 -0.1 -1.3 -2.6
N -0.779 0.844 -1.920 1.0 0.5 0.6
O -1.720 -1.438 0.376 -0.5 -0.6 -0.3
O -0.397 -1.559 -1.174 1.7 0.9 0.0
H 3.696 -0.035 3.204 1.1 1.0 0.8
H 2.864 -2.267 2.847 -0.3 1.3 0.2
H 2.487 1.991 1.835 0.5 -0.8 0.4
H 1.063 -2.743 1.643 -0.5 0.0 -0.7
H -0.102 2.363 0.875 -0.2 0.4 0.5
H 1.062 2.293 -0.291 -0.3 -1.1 -0.1
H -1.764 -2.998 -1.028 -0.4 -1.5 0.2
H -2.471 -1.517 -1.616 0.0 0.3 -0.1
H -1.642 1.334 -0.062 -1.0 -0.2 0.0
H -2.788 0.199 -2.189 0.8 2.4 -0.5
H -2.447 2.045 -1.771 -0.3 -0.7 -1.0
H -1.971 1.351 -3.567 -1.3 -0.3 3.0
H -0.192 1.566 -2.368 0.2 -0.7 0.4
H -0.434 -0.161 -2.135 -0.5 1.3 0.0
```
Positions in Å, forces in eV/Å.

Net charge: +1
Total energy (eV): -17209.496
LUMO level (eV): -2.968
E_HOMO (eV): -12.56
Kohn-Sham gap (hartree): 0.352
Energy above the lowest of the compared OMol25 structures with the same formula, charge and spin (kcal per mole): 104.0

These are the Mulliken partial charges, in e, on atoms 1 to 4:
1 C -0.770
2 C -0.329
3 C -0.545
4 C -0.799

=====

A structure of composition C11H15NO5SV at a distorted geometry, computed with wB97M-V/def2-TZVPD.

```
34
Properties=species:S:1:pos:R:3:forces:R:3
V 0.291 0.881 -0.965 0.7 0.8 0.6
N -1.267 2.276 -0.822 0.0 -0.1 0.0
C -2.082 2.323 -2.066 -0.2 0.0 -0.3
C -1.663 1.266 -3.071 0.6 -0.2 0.4
O -1.970 0.947 -4.124 -0.3 0.1 -0.2
O -0.476 0.509 -2.380 -0.6 -0.1 -0.6
H -1.861 2.001 -0.039 0.0 0.0 0.0
H -0.933 3.213 -0.588 0.0 0.0 0.0
H -1.986 3.286 -2.570 0.0 0.0 0.0
H -3.142 2.170 -1.856 0.0 0.0 0.0
O -2.767 -0.407 0.751 0.3 -0.2 0.1
C -2.288 -1.363 1.128 -0.2 -0.1 0.0
O -0.045 -0.129 0.162 0.2 0.0 -0.2
C -1.852 -2.574 1.606 -0.4 0.0 0.1
C -0.507 -3.008 1.624 0.1 0.1 0.0
C -0.238 -4.250 2.137 0.0 0.0 0.0
C -1.279 -5.050 2.624 0.0 0.0 0.0
C -2.606 -4.621 2.608 0.0 0.0 0.0
C -2.916 -3.382 2.101 0.0 -0.1 0.0
H 0.282 -2.374 1.246 0.0 0.0 0.0
H 0.779 -4.614 2.167 0.0 0.0 0.0
H -1.046 -6.028 3.025 0.0 0.0 0.0
H -3.393 -5.255 2.992 0.0 0.0 0.0
H -3.938 -3.028 2.076 0.0 0.0 0.0
C 3.989 2.425 0.557 0.0 0.0 0.0
S 3.508 1.812 -1.039 0.0 -0.1 0.0
C 3.733 3.234 -2.078 0.0 0.0 0.0
O 1.913 1.690 -0.922 -0.2 -0.1 0.0
H 5.081 2.488 0.525 0.0 0.0 0.0
H 3.703 1.685 1.302 0.0 0.0 0.0
H 3.551 3.403 0.748 0.0 0.0 0.0
H 4.817 3.346 -2.182 0.0 0.0 0.0
H 3.296 4.121 -1.623 0.0 0.0 0.0
H 3.311 3.007 -3.055 0.0 0.0 0.0
```
Positions in Å, forces in eV/Å.

Net charge: +3
Total energy (eV): -59871.826
LUMO level (eV): -12.370
E_HOMO (eV): -18.82
Kohn-Sham gap (hartree): 0.237
Energy above the lowest of the compared OMol25 structures with the same formula, charge and spin (kcal per mole): 20.6

These are the Mulliken partial charges, in e, on atoms 1 to 4:
1 V 2.016
2 N -0.505
3 C -0.328
4 C 0.498

=====

A structure of composition C53H34F15GeIN4O5STeTi at a distorted geometry, computed with wB97M-V/def2-TZVPD.

```
116
Properties=species:S:1:pos:R:3:forces:R:3
Ti 0.172 0.867 2.186 -1.2 -1.0 0.1
O -1.537 2.559 5.727 -0.2 -0.1 0.1
C -0.744 2.083 4.741 0.3 0.2 0.0
O -1.015 0.992 4.186 0.1 0.0 -0.1
C 0.405 2.827 4.372 0.2 0.0 -0.1
C 0.999 3.983 4.936 -0.2 -0.1 0.1
C 2.254 4.329 4.533 0.4 0.0 -0.2
C 2.992 3.518 3.603 0.1 0.6 0.4
C 2.353 2.463 3.053 -0.3 -0.6 -0.1
N 1.069 2.185 3.359 0.5 0.5 0.3
C 2.964 1.370 2.164 -0.5 -0.2 0.3
O 4.134 1.390 1.853 0.1 0.1 -0.1
O 2.098 0.419 1.893 1.0 0.3 0.1
H -2.227 1.887 5.830 0.0 0.1 0.0
H 0.472 4.549 5.695 0.0 0.0 -0.1
H 2.724 5.210 4.957 0.0 -0.1 0.0
H 4.020 3.724 3.336 0.0 0.0 0.1
C -3.972 -3.125 -5.741 0.0 0.0 0.0
C -3.316 -2.279 -4.680 0.0 0.0 0.0
C -2.346 -2.802 -3.839 0.1 0.0 0.0
C -1.730 -2.026 -2.858 0.0 -0.1 0.0
C -0.719 -2.683 -1.949 0.0 0.1 -0.1
C -2.083 -0.680 -2.718 0.1 0.1 0.0
Te -1.154 0.562 -1.156 -0.2 -0.2 -0.6
N 0.266 1.672 0.367 0.2 1.1 -0.4
C 0.897 2.826 0.107 0.3 -0.4 -0.6
O 0.649 3.887 0.712 -0.4 0.2 0.3
C 1.976 2.857 -0.945 0.0 -0.3 0.1
C 2.703 1.704 -1.218 0.1 0.0 0.0
C 3.734 1.735 -2.147 0.0 0.1 0.0
C 4.031 2.917 -2.814 -0.1 0.1 0.0
C 3.306 4.074 -2.536 0.0 -0.1 0.1
C 2.289 4.046 -1.592 0.1 0.0 -0.1
C -0.543 1.958 -2.628 -0.2 0.3 0.2
C -1.075 3.253 -2.604 0.1 0.1 0.0
C -2.073 3.766 -1.587 0.1 0.0 -0.1
C -0.645 4.174 -3.562 0.0 0.0 0.1
C 0.309 3.855 -4.509 0.0 0.0 -0.1
C 0.812 4.879 -5.494 0.0 0.0 0.0
C 0.834 2.567 -4.497 0.0 0.0 -0.1
C 0.431 1.607 -3.577 0.1 0.0 -0.1
C 1.097 0.253 -3.633 -0.2 0.0 0.0
C -3.093 -0.139 -3.535 0.0 -0.1 -0.1
C -3.607 1.282 -3.432 0.1 -0.1 0.0
C -3.680 -0.951 -4.503 0.0 0.1 0.0
H -3.586 -4.146 -5.725 0.0 0.0 0.0
H -3.796 -2.716 -6.740 0.0 0.0 0.0
H -5.054 -3.173 -5.594 0.0 0.0 0.0
H -2.060 -3.847 -3.939 0.0 0.1 0.0
H -0.471 -3.690 -2.296 0.0 0.0 0.0
H -1.102 -2.760 -0.931 0.0 0.0 0.0
H 0.205 -2.102 -1.889 0.0 0.0 0.0
H 2.475 0.797 -0.670 0.0 0.0 0.0
H 4.313 0.840 -2.338 0.0 0.0 0.0
H 4.833 2.941 -3.543 0.0 0.0 0.0
H 3.544 5.000 -3.047 0.0 0.0 0.0
H 1.726 4.938 -1.345 0.0 0.0 0.0
H -2.498 2.990 -0.956 0.0 -0.1 0.0
H -2.898 4.279 -2.088 0.1 0.0 0.0
H -1.587 4.484 -0.919 0.0 0.0 -0.1
H -1.062 5.180 -3.543 0.0 -0.1 0.0
H 0.227 5.799 -5.445 0.0 0.0 0.0
H 0.770 4.504 -6.519 0.0 0.0 0.0
H 1.855 5.134 -5.282 0.0 0.0 0.0
H 1.610 2.305 -5.213 0.0 0.0 0.0
H 2.017 0.318 -4.214 0.0 0.0 0.0
H 0.443 -0.493 -4.095 0.0 0.0 0.0
H 1.364 -0.113 -2.640 -0.1 0.0 0.0
H -3.665 1.634 -2.401 0.0 -0.1 0.0
H -4.611 1.343 -3.857 0.0 0.0 0.0
H -2.967 1.982 -3.974 0.0 -0.1 0.0
H -4.456 -0.526 -5.136 0.0 0.0 0.0
I -5.961 2.930 2.210 -0.2 0.0 0.0
C -3.923 2.772 2.047 0.1 -0.1 0.0
C -3.022 3.803 1.892 0.1 0.0 0.0
N -1.808 3.241 1.825 -0.2 -0.5 0.0
N -1.871 1.900 1.917 -0.5 0.4 0.1
C -3.151 1.599 2.057 0.0 -0.1 0.1
H -3.165 4.870 1.823 0.0 -0.1 0.0
H -0.895 3.635 1.566 0.4 0.3 -0.1
H -3.457 0.571 2.174 0.0 0.0 0.0
F -0.147 -6.056 1.007 0.0 0.1 0.1
C 0.703 -5.278 0.315 0.0 -0.4 -0.2
C 0.944 -3.970 0.668 0.0 0.1 0.0
C 1.872 -3.286 -0.092 0.3 0.1 -0.4
F 2.174 -2.012 0.171 -0.1 0.0 0.2
C 2.529 -3.861 -1.165 0.0 0.2 0.1
F 3.407 -3.162 -1.888 0.0 0.0 0.0
C 2.253 -5.168 -1.493 0.2 -0.2 -0.4
F 2.874 -5.743 -2.528 -0.1 0.0 0.1
C 1.338 -5.885 -0.757 -0.2 -0.1 0.2
F 1.081 -7.159 -1.077 0.0 0.0 0.0
Ge 0.169 -2.982 2.174 -0.1 0.2 0.0
S -0.970 -1.270 1.525 0.0 -0.4 0.5
C -1.073 -4.177 3.137 0.0 0.1 -0.2
C -0.995 -4.525 4.466 0.0 -0.2 0.4
F 0.057 -4.187 5.231 0.0 0.1 -0.2
C -1.991 -5.246 5.111 0.3 0.1 0.2
F -1.875 -5.566 6.405 0.0 0.0 -0.1
C -3.104 -5.635 4.407 -0.4 -0.3 0.1
F -4.067 -6.338 5.012 0.1 0.1 -0.1
C -3.222 -5.309 3.073 0.0 0.0 -0.2
F -4.301 -5.698 2.388 0.0 0.0 0.0
C -2.212 -4.587 2.466 -0.4 -0.2 -0.1
F -2.385 -4.322 1.165 0.2 0.1 0.0
C 1.755 -2.740 3.312 -0.2 -0.1 0.1
C 1.972 -1.615 4.075 0.3 0.3 0.2
F 1.076 -0.621 4.117 -0.2 -0.2 0.1
C 3.097 -1.442 4.867 -0.3 0.3 -0.1
F 3.275 -0.327 5.577 -0.1 -0.1 -0.1
C 4.033 -2.445 4.921 0.5 0.0 0.3
F 5.124 -2.306 5.679 -0.1 0.0 -0.1
C 3.840 -3.604 4.206 0.0 -0.2 -0.2
F 4.742 -4.590 4.282 -0.1 0.1 0.0
C 2.708 -3.735 3.424 0.3 -0.2 0.1
F 2.577 -4.918 2.794 -0.2 0.1 0.0
```
Positions in Å, forces in eV/Å.

Net charge: -1
Total energy (eV): -218336.985
Spin multiplicity: 4
LUMO level (alpha / beta) (eV): 1.795 / 0.615
E_HOMO (alpha / beta) (eV): -3.65 / -5.57
Kohn-Sham gap (alpha / beta) (hartree): 0.200 / 0.227
Energy above the lowest of the compared OMol25 structures with the same formula, charge and spin (kcal per mole): 0.0
Expectation value of S²: 3.77

These are the Mulliken partial charges, in e, on atoms 1 to 4:
1 Ti -0.279
2 O -0.639
3 C 0.278
4 O -0.470